# 1
C46H58BrO4Ti | ωB97M-V/def2-TZVPD

```
110
Properties=species:S:1:pos:R:3:forces:R:3:lowdin_charge:R:1
Ti -1.158945 -2.831211 -0.867454 0.298 0.340 -0.057 0.8760
C -3.624003 -2.286870 -2.876327 -0.179 -0.055 -0.124 -0.0307
O -2.644261 -1.782989 -1.941404 0.161 0.001 0.097 -0.3134
C -2.433204 -0.377455 -1.922165 0.003 0.040 -0.111 -0.1862
C -2.996220 0.350241 -0.881195 -0.100 -0.108 0.088 -0.1214
C -3.868620 -0.308609 0.160217 0.032 -0.003 0.039 -0.0441
C -3.194809 -0.593541 1.485803 0.050 0.006 -0.299 -0.1135
C -3.821407 -0.240548 2.668370 0.008 0.041 0.081 0.0267
C -3.308307 -0.578852 3.918995 0.036 -0.006 -0.004 -0.1489
C -2.142200 -1.332693 3.941459 -0.062 0.089 0.061 0.0365
C -1.479526 -1.709681 2.779675 0.209 -0.091 -0.180 -0.1151
C -0.285110 -2.635572 2.861741 -0.003 0.038 -0.015 -0.0437
C 0.927390 -2.192060 2.077568 -0.154 -0.074 0.059 -0.1218
C 1.737773 -1.175985 2.543711 0.070 0.048 0.032 0.0447
C 2.848358 -0.722523 1.826945 0.025 0.021 -0.012 -0.1345
C 3.127180 -1.335410 0.615606 -0.010 -0.004 0.030 0.0503
C 2.330510 -2.355789 0.097573 0.019 -0.057 -0.056 -0.1085
C 2.638207 -2.903010 -1.280876 -0.047 0.039 -0.019 -0.0470
C 2.254401 -1.883984 -2.328055 -0.024 -0.194 0.106 -0.1226
C 3.187719 -1.012047 -2.858710 0.041 0.029 -0.035 0.0249
C 2.843216 -0.010374 -3.765794 -0.054 -0.008 0.042 -0.1455
C 1.504099 0.087000 -4.124413 0.084 0.021 -0.045 0.0353
C 0.538265 -0.772962 -3.615945 -0.209 -0.100 0.002 -0.1222
C -0.922312 -0.601390 -3.963784 0.028 -0.012 0.053 -0.0471
C -1.617213 0.195139 -2.878745 0.008 -0.053 -0.065 -0.1082
C -1.372614 1.564136 -2.777904 0.001 0.007 -0.002 0.0494
C -1.898026 2.336176 -1.754246 0.023 0.037 0.029 -0.1352
C -2.713448 1.700463 -0.813966 0.024 0.053 -0.025 0.0448
C -1.599719 3.826638 -1.610891 -0.013 0.007 0.015 -0.5544
C -0.707132 4.347710 -2.738353 -0.044 -0.016 0.044 -0.0613
C -0.878901 4.058600 -0.273962 -0.003 -0.023 -0.038 -0.0377
C -2.917832 4.613719 -1.631866 0.029 -0.018 -0.018 -0.0391
C 0.924163 -1.760629 -2.720641 0.137 0.049 -0.150 -0.2040
O -0.009065 -2.653740 -2.240811 -0.318 0.147 0.511 -0.1614
C 3.920140 0.927146 -4.303631 0.018 0.011 -0.001 -0.5564
C 4.990383 0.106036 -5.036765 -0.027 0.014 -0.005 -0.0390
C 3.350328 1.959508 -5.277267 0.029 -0.031 0.025 -0.0613
C 4.562964 1.674680 -3.125416 -0.022 -0.001 -0.016 -0.0418
C 1.244872 -2.759657 0.850188 0.090 -0.051 -0.053 -0.1861
O 0.350967 -3.726302 0.312484 -0.069 0.186 -0.067 -0.3139
C 0.742285 -5.113115 0.411033 0.061 -0.211 0.064 -0.0311
C 3.690451 0.423928 2.381426 -0.016 0.009 0.016 -0.5538
C 2.796114 1.662875 2.542311 0.007 -0.033 -0.029 -0.0377
C 4.852779 0.785605 1.455803 -0.027 -0.019 0.041 -0.0603
C 4.262068 0.017102 3.746983 0.004 0.001 -0.035 -0.0386
C -1.993029 -1.298490 1.554793 -0.106 0.134 0.303 -0.1838
O -1.313971 -1.608566 0.392726 -0.222 -0.453 -0.164 -0.1481
C -4.035332 -0.134568 5.185730 -0.046 -0.021 0.025 -0.5584
C -4.098511 1.399393 5.215961 0.021 -0.041 -0.007 -0.0413
C -3.329615 -0.615792 6.454719 -0.025 0.039 -0.058 -0.0646
C -5.461251 -0.706851 5.180882 0.053 0.001 -0.007 -0.0411
H -3.920854 -1.481305 -3.543009 0.047 0.029 0.016 0.1172
H -4.487725 -2.650416 -2.322321 0.032 0.005 0.044 0.0958
H -3.183572 -3.100928 -3.447161 0.038 -0.006 0.027 0.0956
H -4.262766 -1.251011 -0.225942 -0.022 0.004 -0.028 0.1266
H -4.731088 0.330654 0.349687 -0.003 0.010 -0.007 0.1305
H -4.749425 0.315726 2.603995 0.001 -0.012 -0.016 0.1200
H -1.723105 -1.650398 4.886858 0.009 -0.018 -0.015 0.1108
H -0.601918 -3.625307 2.526371 0.020 -0.031 0.019 0.1261
H -0.007817 -2.738510 3.911015 0.018 -0.004 0.000 0.1310
H 1.488130 -0.719485 3.494886 -0.010 -0.013 -0.003 0.1292
H 3.972329 -1.011425 0.023203 -0.002 0.003 0.009 0.1105
H 2.109134 -3.836362 -1.465094 0.017 -0.021 0.011 0.1130
H 3.705818 -3.111897 -1.350724 0.005 0.009 -0.009 0.1353
H 4.221434 -1.127779 -2.552078 -0.008 0.010 -0.012 0.1200
H 1.184366 0.843552 -4.829362 0.006 -0.006 0.004 0.1108
H -1.384195 -1.578530 -4.094829 -0.017 0.008 -0.024 0.1126
H -1.010620 -0.067683 -4.910102 0.010 0.007 -0.002 0.1352
H -0.729001 2.013292 -3.522435 -0.010 0.000 0.003 0.1109
H -3.138218 2.270049 0.004836 -0.010 -0.008 -0.008 0.1290
H 0.262161 3.844526 -2.749854 0.003 0.006 -0.015 0.0820
H -0.526298 5.412616 -2.588566 0.010 -0.003 -0.011 0.0908
H -1.181036 4.225461 -3.714324 0.023 0.003 -0.007 0.0909
H 0.061627 3.503830 -0.245593 -0.004 0.011 0.020 0.0869
H -1.486422 3.740156 0.574316 0.004 0.007 -0.001 0.0798
H -0.656131 5.119710 -0.149291 -0.001 -0.004 0.004 0.0900
H -3.445467 4.455723 -2.574334 -0.011 0.014 0.011 0.0935
H -2.714546 5.680911 -1.528265 -0.010 -0.004 0.001 0.0900
H -3.580940 4.319210 -0.817815 0.002 0.005 0.002 0.0786
H 4.551955 -0.434167 -5.877799 0.017 -0.006 0.004 0.0936
H 5.465846 -0.620839 -4.377087 0.000 0.001 -0.005 0.0788
H 5.768649 0.766624 -5.422942 0.000 -0.004 0.002 0.0896
H 2.901626 1.482808 -6.150913 -0.009 0.019 0.002 0.0902
H 4.156022 2.604452 -5.629782 -0.010 0.004 -0.004 0.0905
H 2.602196 2.595614 -4.799247 -0.004 0.003 -0.013 0.0820
H 5.033839 0.988328 -2.419419 -0.003 0.008 -0.006 0.0730
H 3.813687 2.258357 -2.585752 0.016 0.000 0.009 0.0889
H 5.331978 2.357895 -3.490357 0.000 -0.002 0.007 0.0898
H 1.780367 -5.164847 0.729457 0.008 0.057 -0.019 0.1169
H 0.626068 -5.583348 -0.562504 -0.023 0.034 -0.019 0.0952
H 0.104751 -5.611235 1.139620 -0.035 0.047 -0.004 0.0966
H 2.378443 1.961101 1.578047 -0.005 0.011 0.017 0.0869
H 3.380212 2.496180 2.936550 -0.004 -0.002 0.001 0.0900
H 1.968011 1.478734 3.227875 0.001 0.009 0.002 0.0793
H 4.501221 1.110652 0.473866 0.013 -0.003 0.001 0.0796
H 5.538262 -0.054325 1.326173 0.008 0.015 -0.020 0.0909
H 5.417677 1.608457 1.895267 0.005 -0.001 -0.012 0.0913
H 3.474058 -0.211997 4.465429 0.004 0.006 -0.002 0.0791
H 4.862691 0.831114 4.156518 -0.004 -0.008 0.005 0.0901
H 4.899777 -0.863550 3.649872 0.001 0.006 0.021 0.0934
H -3.093482 1.825774 5.222045 -0.012 0.019 0.000 0.0917
H -4.618607 1.733454 6.115326 0.000 0.007 -0.006 0.0892
H -4.632023 1.797004 4.351586 0.000 0.010 0.008 0.0783
H -2.317753 -0.212449 6.529799 0.001 -0.017 0.014 0.0884
H -3.280368 -1.705275 6.499271 0.012 0.001 0.017 0.0885
H -3.888317 -0.273521 7.326366 0.012 -0.006 0.008 0.0897
H -6.036649 -0.358344 4.322423 0.002 0.001 0.004 0.0780
H -5.988682 -0.397178 6.084648 -0.006 -0.006 -0.005 0.0892
H -5.437006 -1.797807 5.153577 -0.023 0.003 0.005 0.0927
Br -2.548348 -4.746876 -0.664097 0.108 0.072 -0.089 0.3419
```
Forces are in eV/Å.

Its spin multiplicity is 1. For the HOMO energy, the calculation gives -0.4046 Ha. The total charge is +1. The largest force on an atom is 0.619 eV/A.


# 2
C46H58InN6O4STe | ωB97M-V/def2-TZVPD

```
117
Properties=species:S:1:pos:R:3:forces:R:3:lowdin_spin:R:1
In -0.337300 -0.428100 0.155900 0.782 1.092 -0.287 0.2929
O -0.565500 -2.719300 1.614900 0.029 0.256 -0.853 0.1007
C -0.947300 -2.198400 2.655100 -0.331 -0.511 0.474 0.0085
C -1.718000 -2.755800 3.691700 -0.199 0.055 -0.020 0.0108
C -1.772000 -2.249500 4.981100 0.238 -0.021 -0.133 -0.0009
C -0.835100 -1.425200 5.596900 -0.192 0.270 0.331 0.0092
C 0.326600 -0.943300 4.988600 -0.061 0.125 -0.470 -0.0018
C 0.480900 -0.791700 3.626900 -0.016 -0.088 1.093 0.0072
C 1.706100 -0.437100 3.002700 0.253 0.077 -0.181 0.0028
N 1.824800 -0.274000 1.742700 -0.947 -0.368 -0.130 0.0600
C 3.034400 0.279500 1.223600 0.621 0.230 -0.282 0.0052
C 3.231100 -0.121100 -0.242700 0.521 -0.002 0.532 0.0033
N 2.086700 0.276700 -0.998100 -0.709 -0.081 0.241 0.0402
C 2.183000 1.191800 -1.865700 0.434 0.031 -0.144 0.0039
C 1.078200 1.586600 -2.704900 -0.694 0.297 -0.162 0.0210
C 1.362200 1.854900 -4.039900 -0.023 0.006 -0.073 -0.0033
C 0.361500 2.044000 -4.970900 0.074 -0.036 -0.274 0.0290
C -0.967600 1.926000 -4.572700 0.122 0.093 -0.035 -0.0030
C -1.272200 1.735500 -3.248400 -0.006 -0.122 0.330 0.0244
C -0.272600 1.631200 -2.247400 0.298 0.056 -1.336 -0.0046
O -0.594900 1.670800 -1.003300 0.024 -1.991 1.397 0.1737
H -2.305800 -3.623700 3.440600 0.011 -0.133 -0.078 0.0007
H -2.538100 -2.658000 5.631600 -0.003 -0.064 0.003 0.0000
H -0.936800 -1.264500 6.662200 -0.001 -0.064 0.046 0.0005
H 1.159600 -0.682600 5.624300 0.221 0.052 0.037 -0.0002
H 2.555100 -0.254100 3.677200 -0.122 -0.032 -0.074 0.0025
H 3.914900 -0.016600 1.818800 -0.141 0.043 -0.102 0.0014
H 2.949200 1.373100 1.265000 0.071 -0.014 -0.050 0.0003
H 3.310000 -1.212700 -0.298100 0.112 0.045 -0.001 0.0008
H 4.169800 0.332200 -0.613700 -0.235 -0.137 0.021 0.0005
H 3.156600 1.661300 -2.102800 -0.088 -0.221 0.153 0.0002
H 2.398300 1.867800 -4.355900 0.084 0.054 -0.026 -0.0010
H 0.610100 2.245400 -6.002200 0.020 -0.019 -0.085 0.0018
H -1.762000 1.992300 -5.305700 -0.014 0.057 -0.004 -0.0009
H -2.299200 1.644300 -2.927300 -0.095 0.017 0.080 0.0013
C -1.723800 1.771500 3.960600 -0.444 -0.081 0.354 0.0001
C -0.766500 1.898900 2.902600 0.255 0.167 -0.136 0.0021
O -0.662300 -0.827100 2.846200 0.054 -0.026 -0.460 0.0492
N -0.042200 2.087700 2.036200 0.452 -0.384 -0.159 0.0026
Te -1.346300 4.045500 0.318400 -0.777 1.405 -0.003 0.0116
C 0.540300 5.010700 0.093900 -0.209 -0.296 0.131 0.0000
C 1.393700 5.216900 1.174200 -0.013 -0.009 0.149 0.0001
C 1.030800 4.915700 2.596000 -0.100 -0.007 0.138 0.0004
C 2.659000 5.745800 0.945700 0.094 0.014 -0.198 0.0000
C 3.109800 6.044000 -0.327600 -0.048 -0.022 0.107 0.0000
C 4.502300 6.550200 -0.555900 -0.030 0.024 -0.039 0.0000
C 2.236000 5.855500 -1.389400 0.048 0.004 0.067 0.0000
C 0.956700 5.360900 -1.194100 -0.081 -0.040 -0.246 0.0001
C 0.032700 5.230100 -2.363000 0.054 -0.018 -0.170 -0.0001
C -2.559300 5.711000 -0.334300 0.175 -0.207 0.263 0.0018
C -2.396600 7.001200 0.170100 0.070 -0.062 0.104 0.0006
C -1.423200 7.293700 1.265300 0.054 0.100 0.042 0.0004
C -3.180700 8.035600 -0.321800 -0.077 0.029 -0.163 0.0001
C -4.148100 7.818400 -1.288100 0.033 -0.012 0.086 0.0002
C -4.939200 8.958200 -1.855200 0.017 -0.062 -0.034 0.0000
C -4.357000 6.515900 -1.720800 0.045 0.128 0.001 0.0000
C -3.579100 5.466200 -1.258700 0.102 -0.105 -0.025 0.0002
C -3.848200 4.074600 -1.743800 -0.045 0.012 -0.111 0.0006
H -1.857500 0.716700 4.198600 -0.040 0.014 0.081 0.0000
H -2.666700 2.201200 3.614000 0.014 0.042 0.110 0.0000
H -1.370400 2.307500 4.841000 -0.083 -0.007 0.007 0.0001
H -0.044000 4.771600 2.706700 0.097 0.033 0.065 0.0004
H 1.356000 5.730700 3.243800 0.005 0.013 0.040 0.0000
H 1.526900 4.001000 2.922600 -0.031 -0.012 0.063 0.0000
H 3.309000 5.921800 1.791400 0.111 -0.009 0.128 0.0000
H 5.036800 6.643200 0.387300 0.081 0.026 -0.002 0.0000
H 4.485100 7.524600 -1.044100 0.061 0.042 -0.020 0.0000
H 5.051100 5.864000 -1.201900 0.086 0.022 -0.011 0.0000
H 2.562400 6.090300 -2.394100 -0.002 0.051 -0.113 0.0000
H 0.567800 5.348000 -3.302900 0.054 0.012 -0.064 0.0000
H -0.746500 5.993500 -2.311200 -0.071 -0.067 -0.049 0.0000
H -0.446500 4.250400 -2.352000 -0.077 0.070 -0.135 -0.0001
H -1.576800 6.587400 2.082100 0.112 -0.006 0.078 0.0002
H -1.559000 8.306500 1.637700 0.003 0.073 0.062 0.0000
H -0.398000 7.185600 0.917900 0.085 0.029 0.081 0.0000
H -3.031100 9.036200 0.064300 0.013 0.079 0.027 0.0000
H -4.771500 9.868100 -1.284600 -0.034 0.090 0.015 0.0000
H -6.003400 8.733600 -1.854700 -0.126 0.035 -0.017 0.0000
H -4.638700 9.141900 -2.886500 -0.031 0.081 -0.079 0.0000
H -5.134800 6.317800 -2.446000 -0.097 -0.045 -0.102 0.0000
H -4.610600 4.077600 -2.519200 -0.106 -0.035 -0.064 0.0000
H -4.192300 3.447000 -0.919400 -0.005 -0.150 -0.009 0.0000
H -2.940700 3.623300 -2.143500 0.000 -0.054 0.007 0.0002
O -0.662700 -1.474100 -2.369900 -0.166 0.237 0.654 0.0524
C -0.248100 -2.507800 -2.844600 0.436 -0.244 -0.752 0.0087
C 1.220300 -2.837100 -2.994000 -0.010 0.007 0.212 0.0001
C 1.461100 -4.164700 -2.242400 0.098 0.071 0.064 0.0003
C 0.550000 -4.359900 -1.015400 0.033 -0.304 -0.131 0.0018
C -0.795100 -5.044300 -1.303600 -0.162 0.234 0.065 0.0005
C -1.780700 -4.158700 -2.081200 -0.087 -0.393 0.422 0.0007
N -1.090800 -3.544700 -3.204400 -0.073 0.131 -0.523 0.0037
H 1.788900 -2.022200 -2.543200 -0.023 0.025 -0.112 -0.0001
H 1.505600 -2.932500 -4.043600 -0.031 0.104 -0.027 0.0000
H 2.501500 -4.180300 -1.913400 0.021 -0.046 -0.069 0.0000
H 1.332700 -5.015100 -2.920900 0.074 0.030 0.038 0.0001
H 0.365600 -3.401900 -0.525200 0.074 -0.018 0.161 0.0047
H 1.080200 -4.989500 -0.297500 -0.022 0.135 0.061 0.0001
H -1.252700 -5.309300 -0.349600 -0.045 -0.127 0.012 0.0002
H -0.613600 -5.971900 -1.860500 -0.009 0.016 0.043 0.0001
H -2.161500 -3.363700 -1.437300 -0.095 -0.052 -0.131 0.0001
H -2.617400 -4.753400 -2.456500 -0.039 0.142 0.131 0.0000
H -0.614600 -4.255500 -3.750000 0.062 0.139 0.122 0.0000
C -5.942700 -1.153900 -1.744200 0.039 -0.257 -0.225 0.0005
N -5.909000 -0.476400 -0.484500 0.246 0.151 0.468 0.0064
C -6.914800 0.486700 -0.093000 -0.232 0.248 -0.020 0.0008
C -6.444400 0.932400 1.304000 -0.334 0.280 0.151 0.0003
N -5.098200 0.402200 1.363900 0.020 -0.109 -0.179 0.0027
C -4.878100 -0.520200 0.385500 -0.470 0.374 0.069 0.0108
S -3.584300 -1.532400 0.310600 0.869 -0.432 0.055 0.0461
H -6.675700 -1.965700 -1.736600 -0.014 0.054 -0.045 0.0002
H -4.954900 -1.577900 -1.918800 -0.057 -0.001 -0.080 0.0002
H -6.187500 -0.453400 -2.546200 -0.002 -0.002 0.027 0.0001
H -7.907300 0.021400 -0.070600 0.122 0.128 -0.013 0.0001
H -6.940300 1.326800 -0.800600 -0.010 -0.121 0.069 0.0004
H -7.079500 0.513400 2.095900 0.104 0.034 -0.135 0.0001
H -6.435100 2.021200 1.410200 -0.095 -0.147 -0.039 0.0000
H -4.603800 0.322400 2.235200 0.093 -0.123 -0.077 -0.0001
```
Forces are in eV/Å.

Its spin multiplicity is 2. For the HOMO energy (spin up / spin down), the calculation gives -0.2348 / -0.2346 Ha. The largest force on an atom is 2.432 eV/A.


Relative energy (zero: lowest compared OMol25 entry of this formula, charge and spin)? In order: 1.47; 66.08 kcal per mole.